Entry 1:
DFT (ωB97M-V/def2-TZVPD) results for a structure of composition C24H23OSnTe.

Summary:
- Energy: -1485.76424 hartree
- E_HOMO: -2.8 eV
- Lowest unoccupied orbital energy: 2.2817 eV

```
! wB97M-V def2-TZVPD RIJCOSX def2/J DEFGRID3
* xyz -1 1
C 0.160 -2.167 2.136
C -1.188 -2.194 1.653
C -1.152 -2.175 0.228
H -2.064 -2.287 2.287
C 0.211 -2.096 -0.173
C 1.026 -2.118 1.001
H 2.111 -2.239 1.083
H 0.452 -2.256 3.176
H -2.028 -2.335 -0.405
H 0.560 -2.110 -1.211
C -1.308 2.213 0.740
C -0.938 2.020 2.095
C 0.488 1.999 2.188
H -1.623 1.918 2.931
C 0.999 2.095 0.849
C -0.115 2.233 -0.037
H -0.060 2.449 -1.110
H -2.317 2.439 0.413
H 1.048 2.029 3.118
H 2.055 2.246 0.605
Sn -0.252 -0.031 1.170
O -0.447 -0.207 -3.141
C -1.703 -0.751 -3.597
C -0.425 -0.962 -4.408
H -2.099 -1.611 -3.046
H -2.419 -0.034 -4.018
H 0.039 -1.956 -4.336
H 0.624 -1.895 -6.704
C 0.299 -0.860 -6.796
C -0.244 -0.218 -5.660
C -0.656 1.124 -5.755
H -1.074 1.633 -4.887
C -0.519 1.802 -6.965
H -0.801 2.847 -7.024
C -0.009 1.160 -8.109
H 0.103 1.708 -9.058
C 0.379 -0.185 -8.010
H 0.763 -0.700 -8.895
Te -1.797 -0.252 4.578
C -0.141 -0.154 5.837
C 0.495 -1.323 6.336
C 1.696 -1.191 7.055
C 2.255 0.076 7.301
C 1.664 1.213 6.722
C 0.442 1.126 6.038
H 0.034 -2.284 6.098
H 2.219 -2.077 7.406
H 3.159 0.173 7.902
H 2.169 2.173 6.791
H -0.071 1.990 5.609
*
```

Results of the Löwdin charge analysis, in e, for atoms 1 through 4: atom 1 (C): -0.296, atom 2 (C): -0.321, atom 3 (C): -0.252, atom 4 (H): 0.052



Entry 2:
DFT (ωB97M-V/def2-TZVPD) results for a structure of composition C44H56CaN3O5PSSi3.

Summary:
- ΔE to the lowest compared entry with this formula, charge and spin: 0.3151 eV
- Energy: -4536.67290 hartree
- E_HOMO: -2.0 eV
- Lowest unoccupied orbital energy: 4.0113 eV

```
! wB97M-V def2-TZVPD RIJCOSX def2/J DEFGRID3
* xyz -2 1
Ca 0.546 0.565 -0.273
C 5.192 0.037 0.228
O 4.957 -1.360 0.348
C 4.221 -1.943 -0.658
C 4.758 -3.041 -1.286
C 4.042 -3.738 -2.264
C 2.773 -3.306 -2.578
C 2.191 -2.194 -1.953
C 0.773 -1.964 -2.256
N 0.067 -1.007 -1.798
N -1.310 -1.004 -2.088
C -2.033 -0.436 -1.139
O -1.637 0.033 -0.007
C -3.506 -0.394 -1.448
C -4.325 0.492 -0.757
C -5.692 0.521 -0.986
C -6.260 -0.344 -1.914
C -5.446 -1.216 -2.624
C -4.075 -1.238 -2.395
C 2.916 -1.454 -0.966
O 2.457 -0.405 -0.374
H 4.912 0.525 1.162
H 4.615 0.474 -0.582
H 6.260 0.198 0.040
H 5.753 -3.356 -0.988
H 4.472 -4.605 -2.748
H 2.184 -3.841 -3.316
H 0.274 -2.712 -2.878
H -3.869 1.156 -0.034
H -6.317 1.208 -0.427
H -7.332 -0.345 -2.072
H -5.879 -1.894 -3.350
H -3.429 -1.914 -2.936
C -2.058 3.481 0.497
Si -1.248 3.650 -1.204
C -2.400 2.811 -2.435
C -1.452 5.477 -1.680
C 0.470 3.032 -1.147
Si 1.343 2.899 -2.757
C 1.891 4.589 -3.421
C 0.300 2.141 -4.129
C 2.901 1.843 -2.779
Si 1.403 3.704 0.255
C 1.141 5.526 0.685
C 3.278 3.506 0.201
C 1.159 2.772 1.949
C 1.342 3.375 3.195
C 1.513 2.595 4.326
C 1.495 1.213 4.209
C 1.265 0.666 2.959
N 1.097 1.426 1.872
H -3.119 3.752 0.458
H -1.577 4.109 1.254
H -1.985 2.441 0.835
H -3.433 2.895 -2.086
H -2.190 1.749 -2.568
H -2.336 3.283 -3.418
H -2.502 5.779 -1.603
H -1.137 5.631 -2.718
H -0.859 6.149 -1.057
H 1.039 5.273 -3.481
H 2.339 4.513 -4.418
H 2.627 5.047 -2.751
H -0.496 2.807 -4.469
H -0.173 1.209 -3.802
H 0.943 1.912 -4.984
H 3.673 2.204 -2.097
H 3.316 1.842 -3.792
H 2.690 0.807 -2.501
H 1.230 6.122 -0.228
H 1.892 5.884 1.396
H 0.149 5.722 1.102
H 3.730 3.986 -0.672
H 3.539 2.444 0.173
H 3.716 3.938 1.106
H 1.366 4.456 3.266
H 1.677 3.059 5.293
H 1.657 0.568 5.062
H 1.229 -0.413 2.806
C -2.795 -2.857 2.365
P -3.494 -1.184 2.051
C -2.589 -0.271 3.365
C -5.151 -1.403 2.821
C -5.713 -0.448 3.671
C -7.056 -0.492 4.026
C -7.878 -1.493 3.531
C -7.338 -2.453 2.681
C -6.000 -2.401 2.327
H -3.276 -3.599 1.726
H -2.901 -3.154 3.412
H -1.731 -2.845 2.109
H -2.747 -0.704 4.356
H -2.856 0.787 3.373
H -1.530 -0.344 3.109
H -5.090 0.347 4.065
H -7.462 0.262 4.690
H -8.928 -1.523 3.796
H -7.969 -3.240 2.284
H -5.603 -3.141 1.640
O 5.308 -6.680 5.342
C 3.942 -6.646 5.407
O 3.403 -7.362 6.215
C 3.256 -5.729 4.479
C 3.908 -4.947 3.513
C 3.213 -4.110 2.672
C 1.801 -3.986 2.740
S 0.954 -2.925 1.682
C 1.159 -4.785 3.718
C 1.862 -5.625 4.552
H 5.598 -6.054 4.669
H 4.989 -4.978 3.388
H 3.736 -3.518 1.930
H 0.080 -4.718 3.795
H 1.348 -6.225 5.294
*
```

Results of the Löwdin charge analysis, in e, for atoms 1 through 4: atom 1 (Ca): 1.285, atom 2 (C): -0.085, atom 3 (O): -0.105, atom 4 (C): -0.238



Entry 3:
DFT (ωB97M-V/def2-TZVPD) results for a structure of composition C9H25O4V.

Summary:
- ΔE to the lowest compared entry with this formula, charge and spin: 0.0000 eV
- Energy: -1602.56220 hartree
- E_HOMO (spin up / spin down): -12.3 / -12.3 eV
- ⟨S²⟩: 3.76
- Lowest unoccupied orbital energy (spin up / spin down): -5.6715 / -5.6513 eV

```
! wB97M-V def2-TZVPD RIJCOSX def2/J DEFGRID3
* xyz 1 4
V 0.935 2.519 -0.615
O 0.168 0.840 -0.048
H -0.523 0.702 0.609
C 0.830 3.547 3.387
C 1.823 3.814 2.297
C 3.247 4.025 2.782
O 1.841 2.641 1.387
H -0.062 3.108 2.917
H 0.427 4.436 3.872
H 1.141 2.832 4.148
H 1.546 4.665 1.674
H 3.542 3.232 3.469
H 3.306 4.977 3.307
H 3.917 4.023 1.923
H 2.295 1.882 1.774
C -1.115 -3.939 0.246
C -1.026 -2.462 0.557
C -0.810 -2.213 2.056
O 0.097 -1.942 -0.162
H -0.282 -4.507 0.658
H -1.146 -4.137 -0.828
H -2.056 -4.341 0.631
H -1.938 -1.942 0.230
H -0.366 -1.231 2.221
H -0.156 -2.988 2.463
H -1.722 -2.335 2.648
H 0.176 -0.982 -0.097
C -2.241 -0.720 -4.347
C -1.295 -1.043 -3.219
C -0.222 -2.032 -3.678
O -0.668 0.162 -2.738
H -1.727 -0.428 -5.264
H -2.978 0.038 -4.082
H -2.782 -1.638 -4.592
H -1.854 -1.572 -2.440
H -0.749 -2.957 -3.941
H 0.413 -2.280 -2.825
H 0.375 -1.731 -4.535
H -0.359 -0.024 -1.843
*
```

Results of the Löwdin charge analysis, in e, for atoms 1 through 4: atom 1 (V): 1.291, atom 2 (O): -0.378, atom 3 (H): 0.024, atom 4 (C): -0.039



Entry 4:
DFT (ωB97M-V/def2-TZVPD) results for a cluster of 6 separate species, C21H48N3O16P in total.

Summary:
- Energy: -2538.31188 hartree
- E_HOMO: -8.0 eV
- SMILES string: CN(C)P(=O)(N(C)C)N(C)C.COC(=O)OC.COC(=O)OC.COC(=O)OC.COC(=O)OC.COC(=O)OC
- Lowest unoccupied orbital energy: 0.3653 eV

```
! wB97M-V def2-TZVPD RIJCOSX def2/J DEFGRID3
* xyz 0 1
C -16.496 -0.786 -4.186
N -15.529 -1.834 -4.695
C -14.459 -2.251 -3.749
P -15.685 -2.626 -6.179
O -14.754 -3.843 -6.260
N -17.371 -3.124 -6.234
C -17.981 -3.407 -7.511
C -18.218 -3.448 -5.106
N -15.459 -1.499 -7.440
C -14.136 -1.126 -7.727
C -16.402 -0.373 -7.758
H -16.070 -0.086 -3.467
H -17.366 -1.232 -3.703
H -16.973 -0.158 -4.939
H -14.855 -2.876 -2.949
H -14.011 -1.326 -3.385
H -13.730 -2.863 -4.278
H -18.983 -2.978 -7.545
H -17.504 -2.893 -8.345
H -18.264 -4.444 -7.689
H -17.626 -3.977 -4.359
H -18.690 -2.557 -4.692
H -19.043 -4.021 -5.528
H -13.954 -0.128 -8.124
H -13.719 -1.177 -6.721
H -13.641 -1.911 -8.300
H -16.311 -0.144 -8.820
H -16.115 0.384 -7.028
H -17.403 -0.743 -7.533
C -20.359 3.978 -11.524
O -19.031 4.146 -12.052
C -18.001 3.497 -11.542
O -17.968 2.945 -10.438
O -16.966 3.445 -12.556
C -15.680 3.418 -12.016
H -21.093 4.445 -12.182
H -20.361 4.291 -10.480
H -20.626 2.923 -11.451
H -15.054 3.779 -12.832
H -15.366 2.400 -11.784
H -15.336 4.200 -11.339
C -15.170 -0.481 -11.811
O -14.432 0.115 -10.721
C -13.299 0.893 -10.905
O -12.588 1.305 -9.991
O -13.151 1.207 -12.223
C -11.976 1.759 -12.705
H -14.434 -1.109 -12.312
H -15.445 0.185 -12.629
H -15.931 -1.182 -11.468
H -12.004 2.844 -12.604
H -11.816 1.479 -13.746
H -11.038 1.420 -12.265
C -5.785 5.057 -10.210
O -6.916 4.514 -10.874
C -6.923 4.308 -12.187
O -5.915 4.378 -12.928
O -8.205 3.915 -12.524
C -8.481 3.407 -13.763
H -5.883 5.312 -9.155
H -5.373 6.043 -10.420
H -4.920 4.448 -10.472
H -9.529 3.211 -13.987
H -8.053 2.404 -13.782
H -7.989 4.023 -14.516
C -12.987 -5.243 -10.844
O -12.519 -4.699 -12.083
C -13.314 -4.006 -12.883
O -14.467 -3.655 -12.568
O -12.779 -3.916 -14.058
C -13.418 -3.439 -15.232
H -13.274 -4.502 -10.098
H -12.068 -5.771 -10.587
H -13.796 -5.950 -11.028
H -13.341 -2.352 -15.217
H -14.482 -3.676 -15.259
H -13.009 -3.837 -16.161
C -22.947 0.753 -11.493
O -21.838 0.898 -12.428
C -20.753 0.188 -12.359
O -20.596 -0.744 -11.574
O -19.755 0.695 -13.167
C -18.461 0.127 -13.171
H -23.544 1.665 -11.467
H -22.698 0.380 -10.499
H -23.812 0.134 -11.732
H -17.706 0.856 -13.466
H -18.333 -0.721 -13.844
H -18.256 -0.196 -12.150
*
```

Results of the Löwdin charge analysis, in e, for atoms 1 through 4: atom 1 (C): -0.088, atom 2 (N): -0.287, atom 3 (C): -0.104, atom 4 (P): 0.632



Entry 5:
DFT (ωB97M-V/def2-TZVPD) results for a cluster of 14 separate species, H28O14 in total.

Summary:
- ΔE to the lowest compared entry with this formula, charge and spin: 2.1061 eV
- Energy: -1070.12357 hartree
- E_HOMO: -10.0 eV
- Lowest unoccupied orbital energy: -0.4048 eV

```
! wB97M-V def2-TZVPD RIJCOSX def2/J DEFGRID3
* xyz 0 1
O 0.145 0.448 -0.487
H 0.223 -0.382 -0.935
H -0.098 0.180 0.362
O 1.415 -2.030 0.845
H 1.802 -1.540 0.124
H 1.722 -2.926 0.851
O -2.265 -0.695 -2.255
H -2.917 -1.290 -1.879
H -2.381 0.134 -1.780
O -1.161 2.533 2.684
H -0.696 1.682 2.647
H -1.436 2.641 1.756
O 0.240 -0.883 -3.095
H -0.555 -0.514 -2.615
H 0.265 -1.791 -2.796
O -2.754 -0.687 2.785
H -2.547 -0.478 1.886
H -2.583 0.127 3.269
O -0.685 3.108 -0.207
H 0.215 2.813 -0.454
H -1.224 2.685 -0.827
O 2.864 -0.447 -1.162
H 3.638 -0.226 -0.668
H 2.739 0.159 -1.930
O -0.020 0.109 2.130
H 0.002 -0.830 1.913
H 0.805 0.555 2.028
O 2.137 2.411 -1.242
H 2.996 2.497 -1.676
H 2.223 1.550 -0.830
O 0.424 -3.110 -1.514
H 0.058 -3.974 -1.673
H 1.323 -3.252 -1.151
O 2.148 1.573 1.661
H 2.760 1.277 2.378
H 2.263 2.527 1.587
O -1.382 -2.426 0.288
H -0.637 -2.635 -0.265
H -2.080 -2.242 -0.358
O -2.531 0.833 0.337
H -2.837 1.677 0.211
H -1.616 0.839 0.055
*
```

Results of the Löwdin charge analysis, in e, for atoms 1 through 4: atom 1 (O): -0.025, atom 2 (H): 0.007, atom 3 (H): -0.038, atom 4 (O): -0.019